A 8-piece molecular cluster, C15H44ClO11 overall at a distorted geometry. Source: OMol25; level of theory: ωB97M-V/def2-TZVPD.

ORCA input file:
```
! RIJCOSX wB97M-V def2-TZVPD def2/J DEFGRID3
* xyz -1 1
H 4.7359 -1.7832 -2.7053
C 3.9522 3.8169 1.6011
C -9.2050 0.6461 -1.1414
C 4.8560 4.5275 2.6508
C 3.3354 -5.7425 2.2880
H 2.6548 -1.8063 -4.4220
H -8.0213 -0.1071 0.5718
H 3.3199 5.0748 4.0531
O -3.7033 0.0912 -6.0918
H -1.7168 0.2575 -6.4371
H 4.5216 3.1250 0.9805
O 2.9668 -4.1749 -3.0683
H 3.6516 4.5864 0.8900
H 1.1817 5.0500 -4.7474
H 5.3795 -3.3848 -2.2589
H -9.8314 1.4088 -0.6788
H 1.7162 -1.1844 7.1456
H -8.4365 -1.3315 -0.6116
O -0.3973 -0.9323 0.1147
H -0.1911 -2.6140 6.4794
C -8.8117 -0.4465 -0.0977
H -2.4344 -1.4804 -6.3069
H 0.0752 1.2301 5.7992
H 0.6137 3.0926 -3.9087
O -1.6911 -2.1262 -1.4094
H -0.8581 4.0200 -4.1641
C 0.0831 3.9982 -3.6147
H 5.9407 -2.5479 -3.6842
C 5.0533 -2.7541 -3.0858
H -1.1241 -1.1677 5.9416
H 5.7154 4.9458 2.1268
H -7.3324 1.7462 -1.1704
H 1.7597 1.1882 6.3941
C 4.1124 5.5655 3.4881
C 3.2972 -2.5342 -4.9175
H 0.9122 -0.8358 4.5149
O 4.3818 -5.3559 3.1017
H 3.7588 6.3509 2.8200
H -9.6853 -0.7273 0.4905
H -0.0578 3.9007 -2.5383
O -10.0607 0.1132 -2.1374
H 2.2301 -3.5742 -2.9342
H 3.8386 -6.0812 1.3823
O -2.3551 -0.0058 -0.6402
H 5.8915 3.9851 4.1479
O -2.4503 -1.8323 0.7977
H -9.6009 -0.6155 -2.5608
H -8.2861 1.9819 -2.6518
H 4.0470 -1.8974 -5.3869
H -7.4470 0.4519 -2.2847
H 4.5157 -4.2527 -4.4363
H 3.0746 3.2515 1.9145
O 1.5812 -1.0060 5.1820
C 1.0102 -0.7762 6.4223
H 2.7844 -3.0309 -5.7411
H 2.6598 -4.9122 2.0825
H -0.5622 -1.4141 7.6552
H 4.6841 6.1511 4.2081
H 2.7392 -6.5654 2.6822
C -2.5083 -0.4550 -6.6692
O 5.3099 3.5145 3.5463
Cl -1.7512 -1.2311 -0.2674
H 4.8316 -6.1896 3.2570
O 0.7805 5.1914 -3.8867
H -3.5818 0.0543 -5.1403
H 0.3848 1.1104 7.4680
C -0.3363 -1.5401 6.5963
C -8.0271 1.2737 -1.8648
C 3.9427 -3.5073 -3.8848
H -2.5784 -0.5414 -7.7535
C 0.7619 0.7640 6.5058
*
```

Computed properties:
- Energy above the lowest of the compared OMol25 structures with the same formula, charge and spin: 101.1 kcal/mol
- Electronic energy: -51305.1834 eV
- HOMO level: -5.754 eV


A 8-piece molecular cluster, C36H94N6O12 overall at a distorted geometry. Source: OMol25; level of theory: ωB97M-V/def2-TZVPD.

ORCA input file:
```
! RIJCOSX wB97M-V def2-TZVPD def2/J DEFGRID3
* xyz 0 1
C 2.0164 3.4503 -3.9932
H 7.0117 -0.3350 -1.7830
C 5.4191 -0.6278 -3.2450
C -3.8280 7.5749 -1.2096
O 1.0861 -5.0606 2.3736
C -2.2420 4.9001 -1.1911
N -3.5051 4.5501 -0.5469
C -3.3077 -0.2024 7.4216
H 0.1763 0.2905 1.2514
H -1.8384 4.8739 1.4718
C -0.3164 2.1086 -5.4976
H 4.2400 1.0298 -7.4042
H 2.8785 -2.4667 -0.7386
H -4.3484 3.4301 0.9740
C 0.6133 -0.2193 2.1108
H -2.9510 -0.6118 11.4898
H 4.6522 2.2475 -5.6989
H 2.7818 0.0962 -7.5404
H 1.0404 -2.4804 6.8817
H -4.7385 7.4142 -1.8007
H -0.9104 -3.4835 -3.2082
H 1.2493 -5.0622 -6.2529
C -3.6051 -0.2942 2.0605
C 2.5235 0.4333 0.9386
C 2.6645 -6.2745 0.9906
H 0.6101 -2.6412 -2.8904
H -1.8789 3.9946 -1.7096
H 4.1099 -3.6182 -1.4965
H 2.3005 1.7570 -5.0226
C -2.4450 3.9855 1.7032
H 0.4857 3.5318 -2.5603
H -5.4156 1.1045 3.6078
C 4.3566 -0.9102 -2.1607
O 3.0589 -2.3691 -5.4168
H 0.2441 -0.9813 5.2416
H -3.9998 6.9229 -0.3463
H 6.3378 1.1277 -2.4219
H 4.3130 3.8092 -5.0966
C -4.4688 0.6499 5.5122
O -3.1345 4.1778 2.8963
H -0.2220 -2.0647 1.6788
C -2.5230 5.9323 -2.3102
C -0.4616 -2.6196 -2.7051
H 0.0756 -2.5890 -0.5872
H 0.6079 -3.2297 3.1640
H 2.5975 3.9924 -3.2368
O -2.6372 7.2598 -1.8783
C -1.6017 0.2958 -1.4367
H 0.3290 -4.9276 7.6004
O 0.9422 -4.2234 5.7576
H -4.6842 5.1705 3.7627
H -5.4050 -0.4842 3.9363
N 4.8281 0.0890 -4.3641
C -0.7775 -2.8319 -1.2226
H 3.8152 0.0451 -2.1257
C -3.3576 3.5647 0.5324
H -3.8783 1.5734 5.5340
H 0.7548 1.9126 -2.9826
H -2.8955 -2.2293 7.7434
C -4.0240 5.2768 2.9083
H -1.6411 5.8103 -2.9464
H -3.3452 5.6144 -2.9607
C -3.4099 -0.5685 10.5046
H 1.6840 -5.1249 3.1243
C 3.2504 3.2421 -6.9087
H 0.0725 1.1147 -5.2487
H 0.3448 2.5760 -6.2151
H 2.0698 0.8942 0.0596
H 3.0790 -6.4530 -0.0003
N -0.9604 -4.2750 -0.8882
H -3.1795 -0.7675 5.4757
H -0.2898 -5.7531 6.1847
H -4.4048 -1.8029 8.4412
H -0.9630 -1.7766 -3.1751
H -3.8507 -1.3595 2.0656
H -4.1920 4.2911 -1.2383
H 1.1136 -3.0090 -5.1002
H 3.4986 0.0566 0.6294
C -3.3752 -1.4454 8.3380
C 3.2344 1.0471 -7.8325
H 2.0065 -7.1284 1.1853
C 3.2520 -2.9512 -1.6463
O 1.8587 -0.6744 1.5468
H -4.4253 -0.9686 10.6136
O -3.4743 0.1781 3.4107
H -3.4003 6.1762 3.0238
H 2.1747 -2.6386 5.5502
H 3.2947 -2.5535 -4.4957
H -2.4732 -2.4168 0.0543
C 1.8022 -5.0171 1.1482
C 3.8186 2.9391 -5.5409
C 0.7014 2.9101 -3.4359
C 6.6406 0.1128 -2.7071
H -5.4872 0.7850 5.8961
H -2.5569 -0.1105 1.8204
H 4.4328 0.9938 -4.1241
H -1.0080 -4.2489 6.6999
N 0.5725 -2.2946 3.5299
H -0.7694 -2.3769 5.1204
O 3.4920 -1.9388 -2.5924
H 3.3267 0.9994 -8.9223
N 2.9282 2.3721 -4.5036
O -0.3700 2.9880 -4.3530
C -0.0502 -4.7665 6.5838
H 7.4198 0.1402 -3.4636
H -1.3043 1.2749 -1.0533
C -2.0218 -1.9818 -0.8420
H -3.1003 2.5783 0.1248
O -2.7219 -1.3914 9.5825
H 2.4347 -4.1422 1.3423
H 4.0569 3.4898 -7.6071
H -4.6021 5.5512 2.0199
H 5.8945 -1.5815 -3.5035
H -3.8237 8.5856 -0.8085
H -3.8445 0.5878 7.9514
H -2.2897 0.1538 7.2325
O 2.4806 2.1496 -7.3855
H -2.7905 -1.9775 -1.6217
H 2.6206 -5.0236 -5.2534
H -1.3739 2.0066 -5.7244
H 2.7682 -4.6495 -7.0543
H 4.0951 -0.5183 -4.7189
C 2.2016 -4.5329 -6.1333
H -1.9466 -4.4886 -0.7757
H 2.6036 4.1223 -6.9320
H 2.7405 1.1605 1.7226
H -1.7245 3.1808 1.8712
H 3.4255 -6.3358 1.7711
H -4.2272 0.2440 1.3422
H 1.8243 4.2953 -4.6656
H 1.3007 -4.9417 0.1872
C 1.1404 -2.8313 5.8483
H 2.4822 -3.6111 -2.0580
C -0.1516 -1.4599 2.5919
H -2.5723 0.4101 -1.9372
H -0.9121 0.2257 -2.2903
H 0.6980 0.3894 3.0197
C 0.2567 -2.0210 4.9157
C 1.9164 -3.0801 -5.8445
H -3.4488 0.4714 10.1721
N -3.9234 -0.5672 6.1440
H -1.1691 -1.2215 2.9147
O -1.6564 -0.6747 -0.4327
H -0.5401 -4.4121 0.0239
C -4.7170 0.3736 4.0485
H 4.7543 -0.9973 -1.1446
H -1.4703 5.2190 -0.4964
H 1.4766 -2.5849 -6.7126
*
```

Computed properties:
- Energy above the lowest of the compared OMol25 structures with the same formula, charge and spin: 59.0 kcal/mol
- Electronic energy: -72356.9943 eV
- HOMO level: -8.176 eV
- Structure (SMILES): COC[C@H](C)N.COC[C@H](C)N.COCCNCCOC.COCCNCCOC.COCCNCCOC.COCCNCCOC.CCO.CCO


One molecule with the formula C9H10N2O2S at a distorted geometry. Source: OMol25; level of theory: ωB97M-V/def2-TZVPD.

ORCA input file:
```
! RIJCOSX wB97M-V def2-TZVPD def2/J DEFGRID3
* xyz 0 3
C -1.2523 -1.7669 -1.5906
C -0.3885 -3.6082 -0.1833
H -0.4134 -2.9841 0.7020
C 1.7647 1.3220 0.3950
C -0.4554 2.0481 1.1252
H -1.2958 -4.2481 -0.3155
S -1.4475 -0.6225 -0.1322
H -0.4102 4.0955 1.8019
H 2.4201 0.4897 0.0716
H 1.9106 4.5993 0.9058
N 0.8010 -2.8308 -2.0126
H -1.0338 -1.0808 -2.4862
N 0.0368 -0.2902 0.2032
C 0.1087 3.3060 1.2115
O -2.1593 0.4190 -0.8662
H 0.3802 -4.3636 -0.0323
C 0.4189 0.9596 0.6412
H 3.3482 2.6985 0.1661
C 1.4691 3.5928 0.9045
C -0.2860 -2.8026 -1.4953
O -2.0763 -1.3423 0.9507
H -2.2045 -2.1470 -1.7496
C 2.2938 2.5503 0.5011
H -1.5289 2.0064 1.2839
*
```

Computed properties:
- Energy above the lowest of the compared OMol25 structures with the same formula, charge and spin: 0.0 kcal/mol
- <S²>: 2.0511
- Electronic energy: -27400.6126 eV
- HOMO level (alpha / beta): -9.065 / -10.440 eV


An isolated ion of composition C6H11F3N2O6P and charge -1 at a distorted geometry. Source: OMol25; level of theory: ωB97M-V/def2-TZVPD.

ORCA input file:
```
! RIJCOSX wB97M-V def2-TZVPD def2/J DEFGRID3
* xyz -1 1
C -1.5616 2.4714 -0.0581
C -1.8378 -2.3938 -1.2780
O -2.4188 2.8386 0.6876
O 0.9962 -0.3499 0.1730
C 0.3319 2.2232 1.2601
H -0.5906 0.8896 -1.9506
P -0.6710 -0.1030 0.0545
F -0.3989 2.6624 2.2812
H -2.0698 0.1674 0.0130
C -1.0826 -1.9784 -0.0488
H -0.1967 -2.5878 0.0606
F -1.9224 -2.3435 1.0091
O 1.5452 2.2649 1.3305
O -0.6479 -0.0189 -1.6609
H -1.1852 -2.5624 -2.1164
H 1.8788 -0.5955 -1.6675
H -2.3018 -3.3448 -1.0402
C 1.8656 0.0878 -0.8338
F -1.6589 2.7543 -1.3703
N -0.3880 1.7641 0.1575
C 3.2645 0.1019 -0.2425
O -0.1130 -0.7121 3.7405
H 4.0165 0.1127 -1.0211
H 1.6534 1.0925 -1.1667
O -0.8072 -0.1450 1.8475
H 3.4125 0.9867 0.3538
H 3.4100 -0.7494 0.4016
N 0.1127 -0.8270 2.5878
H -2.6347 -1.7061 -1.5033
*
```

Computed properties:
- Electronic energy: -39107.4427 eV
- HOMO level: -5.926 eV


Among the records above, which one has the lowest electronic energy?
C36H94N6O12


What is the electronic energy in the first record?
-51305.1834 eV


Look up the electronic energy of the third one.
-27400.6126 eV


Which formula does entry 4 have?
C6H11F3N2O6P